52
Properties=species:S:1:pos:R:3:nbo_charge:R:1 method="wB97M-V/def2-TZVPD" lumo_energy_ev=4.16 total_charge=-2 homo_lumo_gap_ev=5.09
Cd 0.5430 0.4075 -1.1475 1.53
C 1.1379 -2.1758 0.8577 -0.03
C 1.0791 -0.8648 1.3347 -0.13
C 2.0173 -0.0724 0.6025 -0.31
C 2.6471 -0.9644 -0.3565 -0.14
C 2.0933 -2.2413 -0.1835 -0.14
C 2.4327 -3.4518 -1.0041 -0.63
C 3.8618 -0.6368 -1.1771 -0.64
C 2.6273 1.1992 1.1271 -0.63
C 0.1933 -0.3756 2.4418 -0.63
C 0.2758 -3.3017 1.3459 -0.64
H 1.5401 -4.0243 -1.2688 0.21
H 3.1133 -4.1340 -0.4803 0.19
H 2.9151 -3.1638 -1.9401 0.22
H 3.7938 -1.0362 -2.1901 0.22
H 4.7732 -1.0437 -0.7225 0.19
H 3.9960 0.4413 -1.2782 0.21
H 3.1080 1.7831 0.3401 0.21
H 3.3849 0.9733 1.8885 0.18
H 1.8781 1.8499 1.5816 0.22
H -0.8278 -0.7511 2.3240 0.21
H 0.1299 0.7147 2.4509 0.21
H 0.5473 -0.6958 3.4294 0.19
H -0.7626 -2.9843 1.4757 0.21
H 0.6234 -3.6910 2.3106 0.19
H 0.2702 -4.1340 0.6394 0.21
C -3.8121 0.9526 0.0522 -0.72
C -2.3198 1.2099 0.1251 0.61
O -1.5911 0.3135 -0.2829 -0.66
C -1.8396 2.4660 0.7105 -0.32
C -2.6498 3.1161 1.6514 -0.14
C -2.2356 4.2440 2.3243 -0.33
C -0.9669 4.7665 2.0365 -0.19
C -0.1517 4.1862 1.0989 -0.28
C -0.5425 3.0202 0.3751 0.43
O 0.2105 2.5588 -0.5461 -0.83
H -3.9783 0.1650 -0.6797 0.26
H -4.3602 1.8514 -0.2287 0.22
H -4.1815 0.6141 1.0238 0.22
H -3.6259 2.7000 1.8731 0.20
H -2.8743 4.7131 3.0618 0.19
H -0.6216 5.6513 2.5620 0.19
H 0.8221 4.6002 0.8673 0.20
Te 1.7253 -0.2450 -4.3599 -0.16
Te 2.5662 0.6698 -6.7397 -0.71
Te -2.8686 -0.5535 -4.5281 -0.70
Te -0.7303 0.8761 -3.7824 -0.12
Cl -3.6972 -2.8255 -0.4743 -0.08
C -2.7218 -3.1735 -1.9310 -0.40
Cl -1.0642 -2.6208 -1.7763 0.00
H -3.1598 -2.6340 -2.7680 0.27
H -2.7225 -4.2488 -2.0660 0.20

***

19
Properties=species:S:1:pos:R:3:lowdin_spin:R:1 method="wB97M-V/def2-TZVPD" multiplicity=2 lumo_energy_ev="-5.54 / -7.91" total_charge=+1 homo_lumo_gap_ev="8.54 / 6.18"
C -0.2511 0.8265 -2.2210 0.02
C 0.5872 -0.1050 -1.4248 0.14
C 0.5166 -0.1124 -0.0385 0.43
C 2.2720 -1.8756 -1.5142 0.27
C 1.5893 -0.8587 -2.0964 0.07
H -1.3092 0.6022 -2.0897 0.01
H 0.0150 0.7926 -3.2695 0.00
H -0.1076 1.8477 -1.8669 0.01
H -0.3244 0.3876 0.4261 0.02
H 1.1996 -0.5739 0.6729 0.02
H 2.1542 -2.1398 -0.4607 0.01
H 3.0292 -2.4940 -1.9780 0.01
H 1.6954 -0.6724 -3.1628 0.00
H -1.1457 2.5301 3.2144 0.00
H -0.0629 1.5169 2.7818 0.00
O -0.6617 2.1976 2.4438 0.00
H -2.8047 -1.0593 2.1578 0.00
H -3.6526 -0.5023 3.2818 0.00
O -2.7302 -0.5880 2.9978 0.00

***

Computed total energy (eV) in order:
-82972.587, -9464.769
Computed energy relative to the best compared isomer or geometry (same formula, charge and spin) (kcal per mole) in order:
0.0, 6.2